Model w:
Entry from the OMol25 dataset: a 15-piece molecular cluster, H29O15 overall (ωB97M-V/def2-TZVPD).

Cartesian coordinates (Å):
O: -0.96588 -2.97082 -3.03407
H: -1.07169 -3.06867 -2.04361
H: 0.23132 -2.21081 0.78664
O: 1.31742 3.34081 -4.04906
H: 0.66956 3.42062 -3.27132
H: 1.91276 3.85407 -3.49630
O: 0.30486 -2.59334 1.57570
H: -2.02703 -3.43799 0.68627
H: 2.71527 0.78199 1.87371
O: -1.94377 -0.60575 1.26185
H: -1.57229 0.24893 0.93668
H: -2.48205 -1.08608 0.69169
O: -0.36367 -0.19993 -2.03830
H: -0.09901 0.51093 -1.21327
H: 3.90756 0.49986 0.36951
O: 2.40385 1.39900 -1.14096
H: 1.47833 1.41907 -0.75301
H: 2.08165 1.84521 -1.93997
O: -2.88597 -3.59335 1.05069
H: -1.36737 -0.23092 -1.84445
H: -3.35871 -2.80418 1.33057
O: -0.85525 -1.22880 3.72050
H: -0.14603 -0.80064 4.34058
H: -0.99775 -2.02137 -3.24604
O: 2.94622 -1.98706 2.61023
H: 3.17770 -1.70930 3.56199
H: 3.29203 -1.29150 2.02891
O: 0.08565 1.87564 -0.44981
H: -0.22473 2.71123 -0.85150
O: -3.59147 -1.60491 -3.32527
H: -3.58991 -1.06904 -4.18385
H: -2.85515 -2.25223 -3.38604
O: -3.17577 2.70608 -1.69789
H: -3.27658 3.03896 -0.77295
H: -3.93505 2.39205 -2.24190
O: 4.08971 -0.43189 0.58411
H: 3.63118 -0.90820 -0.19562
H: -1.21974 -0.71370 2.92899
O: 2.71891 1.71804 2.11008
H: 2.86323 2.00637 1.23744
H: -0.02893 -2.24833 2.27071
O: 0.08048 3.69401 3.00064
H: 0.45560 4.17249 2.37469
H: 0.51328 2.80918 2.59399

Computed properties:
Orbital gap: 8.5 eV
LUMO energy: 2.4 eV
Spin multiplicity: 1
Net charge: -1

Atomic partial charges in e from the Mulliken method, atoms 1 to 2: number 1, O, carries -0.69; number 2, H, carries 0.35


Model x:
Entry from the OMol25 dataset: a 15-piece molecular cluster, H29O15 overall (ωB97M-V/def2-TZVPD).

Cartesian coordinates (Å):
O: 0.31059 -1.78832 -0.46601
H: 0.28023 -3.61555 -0.21595
H: -2.89995 2.43819 -1.69382
O: -1.19954 0.12754 0.76458
H: -1.45854 0.96288 0.34351
H: -0.42648 3.90250 1.04268
O: -2.07811 2.00305 -1.50726
H: -1.14380 2.79248 1.68566
H: -2.71633 -0.81243 -0.67592
O: -0.57429 -3.32842 -3.30720
H: 2.76802 0.65495 0.07220
H: 0.30905 -3.37386 -2.96354
O: 2.74852 -3.07201 2.09578
H: 1.95863 -3.52107 2.40179
H: -2.61364 -0.35455 4.69160
O: 1.15458 3.22694 -1.96353
H: -0.31939 0.38529 1.10740
H: 1.26593 2.55611 -1.26043
O: -4.87211 -0.13583 -2.53307
H: 2.59918 -2.81786 1.18359
H: -0.36322 -1.14550 -0.17980
O: 0.65275 -4.38775 0.26769
H: -4.76482 0.43011 -3.29125
H: 1.16439 -1.42110 -0.20718
O: 2.81708 -0.06980 -0.57429
H: -1.16017 0.01095 4.63334
H: -2.00368 1.05190 -1.67118
O: 1.07529 1.77143 0.40820
H: -1.33038 -3.83991 -3.04215
O: 1.75235 1.99608 3.02539
H: 1.67001 1.61385 2.11518
H: 0.65999 2.61007 0.61722
O: 4.97269 1.56220 -0.57506
H: 4.21351 2.11745 -0.37081
H: 4.59432 0.69948 -0.80705
O: -1.96896 0.19382 5.12594
H: -4.78268 -1.06542 -2.73089
H: -0.17789 -4.82700 0.49050
O: -2.45009 -0.74073 -1.59507
H: 1.99498 -0.08087 -1.06983
H: 2.69580 1.93654 3.20079
O: -1.03103 3.74516 1.74783
H: -1.72633 -1.32356 -1.84469
H: 0.40353 2.93258 -2.47492

Computed properties:
Orbital gap: 8.0 eV
LUMO energy: 2.1 eV
Spin multiplicity: 1
Net charge: -1

Atomic partial charges in e from the Mulliken method, atoms 1 to 2: number 1, O, carries -0.58; number 2, H, carries 0.33


Which structure wins on stability? model x wins.


Model w:
Entry from the OMol25 dataset: one molecule with the formula C3H8O3 (ωB97M-V/def2-TZVPD).

Cartesian coordinates (Å):
O: -1.37730 -0.99725 -0.40732
C: -1.25621 -0.10245 0.69095
C: -0.03438 0.82059 0.43038
O: -0.10122 1.30296 -0.88683
C: 1.29849 0.09120 0.59076
O: 1.43706 -0.98895 -0.30972
H: -0.55938 -1.49527 -0.43003
H: -1.15001 -0.61361 1.62909
H: -2.15893 0.51830 0.76804
H: -0.05829 1.67279 1.12254
H: -0.75248 0.72373 -1.32336
H: 2.17897 0.78604 0.43428
H: 1.37980 -0.34981 1.59281
H: 1.40465 -0.63234 -1.23493

Computed properties:
Orbital gap: 10.9 eV
LUMO energy: 0.8 eV
Spin multiplicity: 1
SMILES: OCC(O)CO

Atomic partial charges in e from the Mulliken method, atoms 1 to 2: number 1, O, carries -0.58; number 2, C, carries -0.59


Model x:
Entry from the OMol25 dataset: a 2-piece molecular cluster, C3H8O3 overall (ωB97M-V/def2-TZVPD).

Cartesian coordinates (Å):
C: 3.91820 -3.44273 2.21146
O: 3.66956 -2.05011 2.00219
C: 2.44613 -1.77421 1.48922
C: 2.27259 -0.29417 1.30323
O: 1.62575 -2.62663 1.22676
H: 4.93611 -3.53049 2.62712
H: 3.87197 -4.01572 1.27010
H: 3.20616 -3.88544 2.92812
H: 2.36999 0.22981 2.26892
H: 3.03564 0.09948 0.61085
H: 1.27448 -0.07965 0.88565
O: -0.34481 -1.46188 0.34394
H: 0.35014 -2.07680 0.67132
H: -1.09376 -2.04704 0.08916

Computed properties:
Orbital gap: 11.2 eV
LUMO energy: 0.8 eV
Spin multiplicity: 1
SMILES: COC(C)=O.O

Atomic partial charges in e from the Mulliken method, atoms 1 to 2: number 1, C, carries -0.62; number 2, O, carries -0.32


Which structure wins on stability? model x wins.